ORCA calculation (ωB97M-V/def2-TZVPD) on a structure of composition C36H96N12O28P4S6.

Summary:
Molar mass, g/mol: 1461.5
Strongest force on any atom, eV/Å: 4.7
E_tot, eV: -216264.461
HOMO energy, eV: -8.176
HOMO-LUMO gap, eV: 8.19

Geometry as XYZ:
```
182
C36H96N12O28P4S6 (ωB97M-V/def2-TZVPD)
C -7.62 2.44 -2.04
C -7.92 3.57 -1.00
O -6.89 4.58 -1.13
S -5.74 3.94 -2.07
O -4.91 3.18 -1.24
O -5.22 4.92 -2.88
O -6.76 3.01 -2.97
H -8.48 2.02 -2.59
H -7.06 1.58 -1.60
H -7.88 3.02 -0.05
H -8.91 4.06 -1.13
C 2.45 -2.83 -0.14
C 3.32 -3.86 -0.83
O 2.67 -5.09 -0.64
S 1.82 -5.07 0.71
O 2.77 -5.11 1.75
O 0.66 -5.93 0.69
O 1.39 -3.59 0.43
H 2.13 -2.25 -0.94
H 3.03 -2.22 0.57
H 4.34 -3.90 -0.48
H 3.27 -3.70 -1.87
C -3.62 1.32 -4.15
C -2.78 0.22 -4.84
O -1.63 1.01 -5.35
S -1.54 2.49 -4.77
O -1.85 3.39 -5.78
O -0.28 2.66 -4.10
O -2.72 2.27 -3.71
H -4.08 0.89 -3.28
H -4.31 1.74 -4.84
H -3.31 -0.16 -5.68
H -2.42 -0.53 -4.17
C -5.70 1.58 1.91
C -4.91 0.52 2.59
O -4.56 -0.32 1.59
S -5.54 -0.29 0.30
O -6.32 -1.50 0.15
O -4.80 0.22 -0.86
O -6.47 0.81 1.00
H -5.02 2.34 1.41
H -6.35 2.20 2.53
H -5.52 -0.05 3.29
H -4.05 0.95 3.06
C -0.18 -5.78 -3.03
C -1.46 -5.66 -2.17
O -2.30 -4.84 -2.99
S -1.47 -3.80 -3.97
O -1.63 -2.41 -3.65
O -1.79 -4.26 -5.30
O -0.09 -4.46 -3.51
H -0.32 -6.42 -3.94
H 0.66 -5.88 -2.36
H -1.31 -5.23 -1.19
H -1.88 -6.65 -1.98
C -1.71 1.73 -0.66
C -1.46 0.50 -1.47
O -0.98 -0.42 -0.50
S 0.05 0.30 0.42
O 1.38 0.39 -0.22
O -0.04 -0.32 1.76
O -0.62 1.76 0.28
H -2.60 1.73 -0.07
H -1.68 2.62 -1.21
H -0.65 0.63 -2.17
H -2.34 0.05 -1.87
O 3.49 -0.16 6.83
P 2.56 -0.03 5.68
N 2.93 0.95 4.29
C 3.77 0.33 3.31
C 3.27 2.32 4.64
N 1.16 0.68 6.22
C 0.15 1.24 5.37
C 0.85 0.48 7.64
N 2.28 -1.56 5.08
C 3.04 -2.65 5.56
C 1.14 -1.93 4.34
H 3.69 0.99 2.43
H 3.43 -0.68 3.03
H 4.83 0.39 3.63
H 4.19 2.38 5.23
H 2.56 2.88 5.26
H 3.26 2.85 3.69
H -0.69 0.61 5.35
H -0.07 2.23 5.77
H 0.49 1.37 4.36
H 0.02 1.12 7.97
H 0.68 -0.54 7.97
H 1.68 0.92 8.19
H 4.06 -2.47 5.89
H 2.61 -3.17 6.38
H 3.12 -3.37 4.74
H 0.38 -2.48 4.93
H 1.47 -2.46 3.47
H 0.69 -1.05 3.97
O 2.12 6.38 0.68
P 1.85 6.09 -0.76
N 0.26 6.11 -1.30
C -0.46 7.44 -1.17
C -0.50 4.87 -1.37
N 2.46 4.61 -1.14
C 2.52 4.17 -2.52
C 3.04 3.69 -0.18
N 2.57 7.20 -1.74
C 3.97 7.67 -1.57
C 2.08 7.49 -3.11
H 0.14 8.12 -0.61
H -1.41 7.28 -0.63
H -0.67 7.89 -2.13
H 0.14 3.99 -1.24
H -1.01 4.68 -2.34
H -1.34 4.88 -0.73
H 3.57 4.03 -2.77
H 2.03 3.15 -2.69
H 2.02 4.79 -3.20
H 2.73 4.04 0.82
H 2.62 2.71 -0.29
H 4.13 3.68 -0.35
H 4.26 7.53 -0.52
H 4.60 7.02 -2.11
H 4.22 8.69 -1.90
H 1.72 8.47 -3.24
H 1.13 6.92 -3.20
H 2.78 7.30 -3.92
O -4.23 -3.77 5.61
P -3.70 -4.06 4.27
N -2.59 -2.88 3.89
C -2.76 -1.56 4.50
C -1.96 -2.87 2.53
N -4.99 -4.11 3.22
C -4.93 -3.94 1.82
C -6.26 -4.46 3.70
N -2.85 -5.44 3.91
C -1.65 -5.57 4.72
C -3.48 -6.60 3.33
H -2.81 -1.73 5.55
H -3.69 -1.07 4.19
H -1.95 -0.91 4.30
H -2.54 -2.39 1.75
H -1.80 -3.92 2.34
H -1.02 -2.40 2.57
H -3.93 -4.11 1.48
H -5.49 -4.71 1.30
H -5.20 -2.93 1.50
H -6.70 -5.37 3.21
H -6.35 -4.68 4.77
H -6.95 -3.62 3.54
H -1.70 -6.60 5.02
H -0.72 -5.41 4.26
H -1.72 -4.96 5.64
H -2.73 -7.28 3.00
H -3.96 -6.26 2.44
H -4.10 -7.17 4.05
O 3.51 -2.15 -3.32
P 4.52 -1.15 -3.73
N 6.02 -1.89 -3.95
C 7.27 -1.17 -4.03
C 6.17 -3.24 -4.45
N 4.81 -0.01 -2.57
C 4.97 1.36 -3.02
C 5.37 -0.23 -1.21
N 4.08 -0.30 -5.09
C 4.91 0.02 -6.25
C 2.70 0.21 -4.99
H 7.19 -0.09 -3.87
H 7.76 -1.38 -4.98
H 7.85 -1.62 -3.24
H 6.41 -3.16 -5.54
H 5.19 -3.81 -4.37
H 6.98 -3.80 -4.03
H 4.43 2.11 -2.45
H 6.02 1.64 -2.94
H 4.72 1.38 -4.09
H 4.60 -0.26 -0.41
H 5.90 -1.19 -1.25
H 6.12 0.57 -0.97
H 4.25 -0.10 -7.15
H 5.38 0.98 -6.27
H 5.66 -0.77 -6.33
H 2.23 -0.28 -4.16
H 2.24 -0.28 -5.84
H 2.67 1.24 -4.98
```



ORCA calculation (ωB97M-V/def2-TZVPD) on a cluster of 12 separate species, C36H96O36S12 in total.

Summary:
Molar mass, g/mol: 1489.9
Strongest force on any atom, eV/Å: 6.2
2S+1: 2
E_tot, eV: -242598.272
<S²>: 0.755
HOMO energy (alpha / beta), eV: -11.478 / -11.478
HOMO-LUMO gap (alpha / beta), eV: 8.01 / 1.95
Total charge: +1
Energy relative to the best compared isomer or geometry (same formula, charge and spin), kJ/mol: 31.6

Geometry as XYZ:
```
180
C36H96O36S12 (ωB97M-V/def2-TZVPD)
O -1.82 2.07 -1.36
S -1.60 2.43 0.04
O -1.51 1.47 1.11
O -0.24 3.39 0.10
C 0.63 3.54 1.23
C 0.18 4.63 2.17
C -2.83 3.66 0.54
H 1.62 3.79 0.85
H 0.78 2.56 1.69
H 1.00 4.96 2.81
H -0.57 4.26 2.86
H -0.26 5.44 1.58
H -2.77 3.62 1.62
H -3.71 3.16 0.14
H -2.60 4.60 0.03
O 2.44 4.78 -5.49
S 2.41 3.74 -6.54
O 3.65 3.33 -7.16
O 1.55 2.42 -5.93
C 1.06 1.35 -6.77
C 0.25 0.34 -5.94
C 1.30 4.34 -7.89
H 1.82 0.73 -7.24
H 0.33 1.64 -7.52
H 1.02 -0.27 -5.47
H -0.40 -0.37 -6.45
H -0.36 0.90 -5.23
H 0.31 4.35 -7.45
H 1.34 3.73 -8.78
H 1.61 5.38 -7.98
O -0.81 -3.10 -4.45
S -2.13 -2.57 -4.70
O -2.54 -1.90 -5.92
O -3.34 -3.53 -4.14
C -4.53 -3.70 -4.95
C -4.19 -4.44 -6.29
C -2.33 -1.25 -3.52
H -5.10 -2.79 -5.12
H -5.15 -4.41 -4.40
H -4.01 -3.65 -7.01
H -5.11 -4.94 -6.61
H -3.32 -5.06 -6.09
H -2.33 -0.20 -3.83
H -1.46 -1.32 -2.87
H -3.26 -1.47 -2.99
O -0.49 -2.35 -0.63
S 0.69 -2.25 0.19
O 1.53 -3.43 0.42
O 1.62 -0.93 -0.25
C 0.90 0.13 -0.76
C 1.66 0.82 -1.99
C 0.14 -1.58 1.80
H 1.01 0.88 0.03
H -0.17 0.02 -0.94
H 1.38 0.17 -2.82
H 2.72 0.67 -1.81
H 1.38 1.87 -2.09
H -0.78 -2.09 2.10
H -0.11 -0.52 1.72
H 0.92 -1.75 2.54
O -2.86 -5.90 0.32
S -1.88 -5.96 1.40
O -1.48 -4.88 2.20
O -2.07 -7.32 2.40
C -2.40 -8.58 1.78
C -2.26 -9.68 2.75
C -0.25 -6.52 0.64
H -1.99 -8.75 0.79
H -3.45 -8.48 1.49
H -1.44 -10.36 2.52
H -3.20 -10.19 2.92
H -1.94 -9.37 3.75
H -0.33 -7.05 -0.31
H 0.25 -7.22 1.31
H 0.34 -5.61 0.53
O 2.74 8.51 -2.02
S 3.92 7.63 -2.39
O 5.34 8.02 -2.08
O 3.71 6.03 -1.70
C 4.86 5.26 -1.66
C 4.53 3.79 -1.40
C 3.76 7.14 -4.15
H 5.39 5.76 -0.85
H 5.51 5.35 -2.53
H 5.07 3.37 -0.55
H 4.78 3.38 -2.38
H 3.51 3.54 -1.12
H 2.71 7.12 -4.47
H 4.20 6.14 -4.16
H 4.25 7.91 -4.74
O 1.69 -6.85 3.94
S 2.32 -6.77 5.27
O 3.73 -6.46 5.36
O 1.44 -5.80 6.21
C 1.66 -4.43 6.14
C 2.19 -3.79 4.89
C 2.02 -8.44 5.99
H 2.32 -4.20 6.98
H 0.76 -3.88 6.43
H 1.66 -4.05 3.97
H 3.23 -4.11 4.78
H 2.14 -2.70 4.93
H 2.74 -9.00 5.40
H 1.04 -8.75 5.64
H 2.05 -8.63 7.07
O -2.06 -0.20 4.01
S -3.04 0.90 4.18
O -2.72 2.19 3.65
O -4.64 0.43 3.70
C -5.49 1.51 3.38
C -6.76 0.77 2.99
C -3.44 1.07 5.94
H -5.07 2.01 2.52
H -5.82 2.14 4.21
H -7.22 1.35 2.19
H -7.35 0.84 3.91
H -6.58 -0.22 2.58
H -4.06 1.97 5.98
H -2.49 1.33 6.41
H -3.84 0.15 6.37
O -3.18 4.57 -2.30
S -2.46 5.27 -3.38
O -3.22 5.53 -4.63
O -1.89 6.74 -2.81
C -1.20 6.73 -1.57
C -1.89 7.86 -0.75
C -0.83 4.31 -3.73
H -0.21 7.05 -1.89
H -0.92 5.71 -1.33
H -2.91 7.66 -0.44
H -1.78 8.77 -1.34
H -1.31 8.03 0.16
H -0.07 4.96 -4.15
H -1.10 3.55 -4.47
H -0.50 3.86 -2.79
O -6.33 -2.82 3.27
S -4.98 -3.30 3.63
O -4.77 -4.76 3.62
O -3.77 -2.62 2.67
C -3.97 -2.75 1.26
C -4.70 -1.50 0.70
C -4.39 -2.55 5.27
H -4.53 -3.66 1.04
H -2.95 -2.90 0.91
H -4.54 -1.55 -0.38
H -4.19 -0.65 1.13
H -5.76 -1.49 0.98
H -4.10 -3.41 5.88
H -5.17 -1.87 5.62
H -3.54 -1.89 5.11
O 7.93 -0.06 -2.75
S 6.50 -0.15 -3.01
O 5.53 0.69 -2.29
O 6.37 0.06 -4.61
C 6.34 1.41 -5.10
C 6.49 1.52 -6.68
C 5.82 -1.89 -3.03
H 6.98 2.08 -4.52
H 5.32 1.77 -4.94
H 6.14 0.60 -7.15
H 7.49 1.61 -7.11
H 5.79 2.23 -7.12
H 6.37 -2.43 -3.81
H 4.75 -1.93 -3.21
H 6.13 -2.43 -2.14
O 2.78 2.57 5.40
S 2.46 1.37 4.69
O 3.09 1.22 3.38
O 2.77 0.03 5.59
C 2.09 -0.06 6.90
C 2.98 -0.75 7.92
C 0.63 1.40 4.50
H 1.19 -0.66 6.85
H 1.82 0.86 7.42
H 2.62 -0.53 8.92
H 4.01 -0.41 7.79
H 2.91 -1.84 7.88
H 0.22 1.56 5.50
H 0.19 0.43 4.25
H 0.32 2.07 3.71
```